This record from OMol25 describes C2H2F2O3 as an isolated structure. The level of theory is the ωB97M-V functional and the def2-TZVPD basis.

Cartesian coordinates (Å):
C (0.6708, 1.2768, 0.5949)
C (-0.2409, -0.3324, -0.1478)
O (1.7620, 1.1821, 0.9990)
O (-0.4292, -1.3727, 0.6457)
O (0.5488, -0.5539, -1.2564)
F (-0.0765, 2.2990, 0.3761)
F (-1.4195, 0.2480, -0.6463)
H (-1.0482, -1.4576, 1.3165)
H (0.2326, -1.2894, -1.8816)

Its largest force on an atom is 0.1151 hartree/bohr. The value obtained for the HOMO-LUMO gap is 10.60 eV. The energy above the lowest of the compared OMol25 structures with the same formula, charge and spin comes out at 211.9 kJ/mol. Its lowest unoccupied orbital energy is 0.5 eV. As for the net charge: 0.